1.
53
Properties=species:S:1:pos:R:3:lowdin_charge:R:1 method="wB97M-V/def2-TZVPD" total_charge=-2 total_energy_ev=-147533.265
C -3.8379 -1.9656 -1.7238 -0.121
C -2.2589 -1.7282 -1.4034 -0.295
C -1.8727 -1.9814 0.1281 -0.738
I -0.6791 -3.8452 0.4444 0.606
N -1.3770 -0.8229 0.8731 -0.332
C -0.4178 0.0221 0.3490 -0.337
N 0.0563 1.2504 1.0129 -0.146
C 0.9684 1.1969 2.1673 -0.212
C 2.4543 1.7687 1.8187 -0.220
N 2.7219 3.0706 1.7919 0.023
C 0.2162 2.2898 -0.0255 -0.098
C 0.8817 1.4323 -1.2136 -0.215
C 0.5101 2.1257 -2.5995 -0.132
C -0.9481 2.3332 -3.1315 -0.014
C -1.0851 2.9956 -4.5146 -0.149
N -0.0471 3.4511 -5.3773 -0.022
C 1.2662 3.2445 -4.8674 -0.150
C 1.6721 2.6092 -3.5249 -0.010
N 0.2989 0.0664 -0.9259 -0.103
C 0.9934 -1.0146 -1.5445 -0.676
I 0.5371 -1.3279 -3.6998 0.735
C 1.9767 -1.9007 -1.0433 -0.777
C 2.6729 -3.0724 -1.9178 -0.244
I 2.5896 -1.7428 1.0136 0.880
P -2.1330 -0.5996 2.4853 0.619
O -2.2368 1.0558 2.8925 -0.384
Br -0.7217 -1.6771 3.9659 0.257
H -4.4752 -2.0964 -0.7888 0.065
H -4.2566 -1.0842 -2.3381 0.067
H -3.9420 -2.8985 -2.3813 0.068
H -1.7121 -2.5414 -2.0123 0.035
H -2.0259 -0.6761 -1.7882 0.078
H -2.8782 -2.2705 0.6224 0.046
H 0.5673 1.9356 2.9654 0.121
H 1.0718 0.1960 2.6929 0.025
H 3.3533 1.0810 1.6326 0.046
H 1.8593 3.6054 1.9922 0.017
H -0.8697 2.4335 -0.4034 0.122
H 0.6188 3.3171 0.2386 0.121
H 2.0049 1.2201 -1.1935 0.147
H -1.8182 1.9738 -2.4809 0.095
H -2.1617 3.1225 -4.9023 0.092
H 2.1322 3.5891 -5.5435 0.091
H 2.7344 2.4389 -3.1545 0.097
H 1.8877 -3.6909 -2.4948 0.040
H 3.1505 -3.8164 -1.1836 0.050
H 3.4848 -2.6385 -2.5875 0.066
H -3.1094 1.4346 2.6677 0.035
O -0.5455 -3.5345 8.0103 -0.268
P 0.4361 -2.3741 7.8029 -0.157
O 1.4704 -2.3750 8.9357 -0.276
O -0.3382 -1.0497 7.8045 -0.267
O 1.1606 -2.5352 6.4579 -0.299

2.
8
Properties=species:S:1:pos:R:3:lowdin_charge:R:1 method="wB97M-V/def2-TZVPD" relative_energy_kcal_mol=58.7
C 0.1319 0.0840 -0.1398 -0.331
C -1.3042 0.1501 -0.2956 -0.507
O 2.6632 -0.2646 0.3737 -0.444
F -1.8458 0.8446 0.7462 0.032
F -2.0039 -1.0336 -0.3189 0.017
S 1.2280 -1.0351 -0.0465 1.022
H 2.6942 0.5540 0.9013 0.058
H -1.5632 0.7008 -1.2204 0.153

3.
13
Properties=species:S:1:pos:R:3:lowdin_charge:R:1 method="wB97M-V/def2-TZVPD" relative_energy_kcal_mol=94.6
C -1.9356 0.7884 0.9387 0.139
C -0.7901 0.6574 1.2799 -0.262
O 0.4599 0.5287 1.6462 0.013
C 1.0061 -0.6309 1.0853 -0.095
C 0.6650 -1.0281 -0.1343 -0.058
C 0.3042 -0.1271 -1.2970 -0.262
O 0.6592 1.2236 -1.1198 -0.056
H -2.9426 0.8351 0.5962 0.038
H 1.7060 -1.1074 1.7617 0.125
H 0.8283 -2.0699 -0.3804 0.109
H -0.7314 -0.2357 -1.6462 0.119
H 0.9607 -0.4901 -2.0964 0.122
H -0.0556 1.6655 -0.6429 0.067

Number 1: largest force on an atom 4.7 eV/Å. Number 2: largest force on an atom 2.5 eV/Å. Number 3: largest force on an atom 0.7 eV/Å.